A cluster of 4 separate species, C28H65BNO13P3 in total at a distorted geometry, computed with ωB97M-V with the def2-TZVPD basis set.

Last columns: bonded neighbours and bond lengths (Å).
CARTESIAN COORDINATES (ANGSTROEM)
1 C -3.670 -0.176 -1.877  C2 1.327, H14 1.084, H15 1.082
2 C -3.728 -0.385 -0.568  C1 1.327, C3 1.520, H16 1.085
3 C -2.923 -1.460 0.144  C2 1.520, B4 1.583, H17 1.092, H18 1.092
4 B -1.402 -1.319 -0.269  C3 1.583, C5 1.566, H19 1.199
5 C -0.621 0.029 -0.102  B4 1.566, C6 1.544, H20 1.099, H21 1.095
6 C 0.655 -0.101 0.758  C5 1.544, C7 1.544, H22 1.092, H23 1.091
7 C 1.621 1.068 0.464  C6 1.544, C8 1.538, H24 1.091, H25 1.092
8 C 2.485 1.494 1.664  C7 1.538, N9 1.473, H26 1.093, H27 1.087
9 N 2.466 2.937 1.954  C8 1.473, C10 1.481, C11 1.398
10 C 1.133 3.359 2.445  N9 1.481, H28 1.084, H29 1.090, H30 1.091
11 C 2.990 3.697 0.904  N9 1.398, C12 1.518, O13 1.228
12 C 2.644 5.169 0.765  C11 1.518, H31 1.089, H32 1.086, H33 1.088
13 O 3.786 3.196 0.115  C11 1.228
14 H -2.867 -0.563 -2.494  C1 1.084
15 H -4.426 0.449 -2.335  C1 1.082
16 H -4.344 0.255 0.056  C2 1.085
17 H -3.052 -1.386 1.226  C3 1.092
18 H -3.301 -2.416 -0.223  C3 1.092
19 H -0.854 -2.267 -0.757  B4 1.199
20 H -0.332 0.345 -1.114  C5 1.099
21 H -1.261 0.821 0.300  C5 1.095
22 H 1.148 -1.026 0.454  C6 1.092
23 H 0.405 -0.117 1.820  C6 1.091
24 H 2.302 0.724 -0.316  C7 1.091
25 H 1.092 1.918 0.029  C7 1.092
26 H 2.119 0.988 2.560  C8 1.093
27 H 3.522 1.185 1.561  C8 1.087
28 H 0.584 3.989 1.754  C10 1.084
29 H 0.525 2.467 2.600  C10 1.090
30 H 1.223 3.824 3.428  C10 1.091
31 H 3.231 5.790 1.440  C12 1.089
32 H 1.587 5.397 0.866  C12 1.086
33 H 2.923 5.443 -0.249  C12 1.088
34 C 4.489 4.284 10.816  C35 1.516, H45 1.090, H46 1.090, H47 1.090
35 C 4.267 5.268 9.684  C34 1.516, O36 1.437, H48 1.093, H49 1.089
36 O 4.718 4.776 8.412  C35 1.437, P37 1.588
37 P 3.934 3.608 7.675  O36 1.588, O38 1.466, O39 1.612, O42 1.581
38 O 2.562 3.968 7.302  P37 1.466
39 O 4.809 3.557 6.322  P37 1.612, C40 1.427
40 C 4.198 3.720 5.043  O39 1.427, C41 1.516, H50 1.091, H51 1.091
41 C 4.228 5.165 4.587  C40 1.516, H52 1.090, H53 1.091, H54 1.091
42 O 4.543 2.325 8.371  P37 1.581, C43 1.446
43 C 4.045 1.005 8.055  O42 1.446, C44 1.515, H55 1.092, H56 1.088
44 C 4.360 0.557 6.642  C43 1.515, H57 1.090, H58 1.090, H59 1.089
45 H 3.863 3.399 10.704  C34 1.090
46 H 4.244 4.752 11.770  C34 1.090
47 H 5.527 3.952 10.839  C34 1.090
48 H 3.212 5.545 9.609  C35 1.093
49 H 4.838 6.177 9.864  C35 1.089
50 H 3.178 3.333 5.055  C40 1.091
51 H 4.761 3.100 4.344  C40 1.091
52 H 3.949 5.839 5.397  C41 1.090
53 H 3.542 5.315 3.752  C41 1.091
54 H 5.231 5.446 4.261  C41 1.091
55 H 2.970 0.970 8.241  C43 1.092
56 H 4.521 0.339 8.772  C43 1.088
57 H 3.720 1.053 5.911  C44 1.090
58 H 4.190 -0.516 6.555  C44 1.090
59 H 5.394 0.779 6.384  C44 1.089
60 C -5.702 -6.871 1.080  C61 1.516, H71 1.090, H72 1.090, H73 1.090
61 C -4.562 -5.895 0.861  C60 1.516, O62 1.439, H74 1.093, H75 1.089
62 O -3.382 -6.525 0.331  C61 1.439, P63 1.590
63 P -3.386 -7.041 -1.173  O62 1.590, O64 1.466, O65 1.616, O68 1.581
64 O -3.566 -5.965 -2.152  P63 1.466
65 O -1.850 -7.535 -1.270  P63 1.616, C66 1.430
66 C -0.986 -7.005 -2.278  O65 1.430, C67 1.514, H76 1.090, H77 1.092
67 C -0.210 -5.806 -1.773  C66 1.514, H78 1.090, H79 1.091, H80 1.091
68 O -4.055 -8.465 -1.017  P63 1.581, C69 1.447
69 C -4.346 -9.280 -2.177  O68 1.447, C70 1.515, H81 1.092, H82 1.088
70 C -3.111 -9.788 -2.891  C69 1.515, H83 1.090, H84 1.090, H85 1.089
71 H -6.076 -7.266 0.136  C60 1.090
72 H -6.527 -6.373 1.589  C60 1.090
73 H -5.371 -7.718 1.681  C60 1.090
74 H -4.866 -5.085 0.195  C61 1.093
75 H -4.268 -5.452 1.811  C61 1.089
76 H -1.555 -6.750 -3.172  C66 1.090
77 H -0.300 -7.807 -2.557  C66 1.092
78 H -0.849 -5.127 -1.209  C67 1.090
79 H 0.233 -5.257 -2.605  C67 1.091
80 H 0.594 -6.117 -1.103  C67 1.091
81 H -4.984 -8.717 -2.862  C69 1.092
82 H -4.931 -10.116 -1.800  C69 1.088
83 H -2.631 -9.001 -3.474  C70 1.090
84 H -3.392 -10.584 -3.581  C70 1.090
85 H -2.379 -10.169 -2.180  C70 1.089
86 C -0.836 3.838 -3.817  C87 1.516, H97 1.090, H98 1.091, H99 1.090
87 C -1.725 2.635 -4.063  C86 1.516, O88 1.437, H100 1.093, H101 1.089
88 O -2.169 2.534 -5.426  C87 1.437, P89 1.588
89 P -1.147 2.132 -6.574  O88 1.588, O90 1.466, O91 1.614, O94 1.581
90 O -0.591 0.785 -6.417  P89 1.466
91 O -2.191 2.086 -7.804  P89 1.614, C92 1.427
92 C -2.346 0.911 -8.598  O91 1.427, C93 1.516, H102 1.091, H103 1.092
93 C -3.461 0.026 -8.078  C92 1.516, H104 1.090, H105 1.091, H106 1.091
94 O -0.481 3.526 -6.910  P89 1.581, C95 1.446
95 C 0.596 3.623 -7.870  O94 1.446, C96 1.515, H107 1.092, H108 1.088
96 C 0.172 3.330 -9.294  C95 1.515, H109 1.090, H110 1.090, H111 1.089
97 H 0.117 3.745 -4.340  C86 1.090
98 H -0.627 3.935 -2.751  C86 1.091
99 H -1.317 4.750 -4.171  C86 1.090
100 H -1.216 1.710 -3.780  C87 1.093
101 H -2.628 2.716 -3.460  C87 1.089
102 H -1.407 0.359 -8.657  C92 1.091
103 H -2.578 1.252 -9.609  C92 1.092
104 H -3.408 -0.074 -6.994  C93 1.090
105 H -3.403 -0.968 -8.523  C93 1.091
106 H -4.436 0.452 -8.318  C93 1.091
107 H 1.411 2.963 -7.565  C95 1.092
108 H 0.959 4.646 -7.791  C95 1.088
109 H 0.026 2.262 -9.457  C96 1.090
110 H 0.951 3.664 -9.980  C96 1.090
111 H -0.762 3.835 -9.534  C96 1.089

For the frontier orbital gap, the calculation gives 9.834 eV. Its SMILES is C=CCBCCCCN(C)C(C)=O.CCOP(=O)(OCC)OCC.CCOP(=O)(OCC)OCC.CCOP(=O)(OCC)OCC. As for the maximum force: 3.9 eV/Å. The molar mass comes out at 727.56 g mol⁻¹. The electronic energy comes out at -3187.8954 Eh.

Mulliken atomic charge list, values in e, 4 entries: -0.811, -0.113, -0.430, 0.285